C5H11N3 | the ωB97M-V functional and the def2-TZVPD basis

orbital gap	9.718	eV
LUMO level	1.03	eV
DFT total energy	-361.28078	Eh
2S+1	1
SMILES	C=NN1CC(CN)C1
ΔE to the lowest compared entry with this formula, charge and spin	68.2	kcal/mol
E_HOMO	-8.687	eV

Last column: natural (NBO) charge in e.
Element x y z (Å)
C -0.054 -2.007 -2.515  -0.17
N 0.421 -0.860 -2.222  -0.23
N 0.880 -0.675 -0.942  -0.27
C 0.014 -1.023 0.219  -0.26
C 0.547 0.185 0.938  -0.23
C -0.270 1.169 1.799  -0.21
N -1.528 1.429 1.179  -0.84
C 1.041 0.709 -0.441  -0.22
H -0.234 -2.787 -1.716  0.17
H -0.321 -2.080 -3.562  0.19
H 0.272 -1.980 0.742  0.21
H -1.019 -0.843 -0.098  0.20
H 1.437 -0.166 1.528  0.20
H -0.475 0.702 2.732  0.19
H 0.294 2.091 1.943  0.17
H -1.938 2.292 1.447  0.36
H -1.437 1.389 0.189  0.35
H 2.061 1.003 -0.392  0.20
H 0.308 1.452 -0.827  0.18